Record 1
11 unconnected molecules or ions with the total composition C44H55F33O22. Source: the OMol25 dataset; level of theory: ωB97M-V with the def2-TZVPD basis set.

For the energy above the lowest of the compared OMol25 structures with the same formula, charge and spin, the calculation gives 112.4 kJ/mol. As for the HOMO-LUMO gap: 11.278 eV. The value obtained for the HOMO energy is -11.2 eV. The value obtained for the LUMO energy is 0.1 eV.

Last column: Löwdin charge in e.
Geometry (Å):
C (4.082, -1.371, -4.355)  -0.058
C (3.359, -2.539, -4.946)  -0.186
O (2.148, -2.766, -4.214)  0.027
C (0.991, -2.754, -4.857)  -0.393
O (0.849, -2.547, -6.025)  0.166
C (-0.166, -3.123, -3.894)  -0.544
F (-0.489, -2.033, -3.179)  0.157
F (-1.223, -3.527, -4.580)  0.181
F (0.161, -4.113, -3.070)  0.179
H (3.857, -0.362, -4.711)  0.083
H (5.162, -1.440, -4.508)  0.088
H (3.929, -1.303, -3.275)  0.055
H (4.012, -3.412, -4.897)  0.131
H (3.196, -2.403, -6.013)  0.126
C (-2.627, -2.039, 0.657)  -0.033
C (-1.406, -2.818, 0.269)  -0.203
O (-1.065, -3.850, 1.193)  0.020
C (-1.712, -5.006, 1.183)  -0.379
O (-2.536, -5.308, 0.369)  0.179
C (-1.298, -5.992, 2.300)  -0.550
F (-1.591, -5.466, 3.506)  0.155
F (-1.946, -7.129, 2.144)  0.195
F (0.020, -6.191, 2.251)  0.169
H (-3.583, -2.510, 0.436)  0.092
H (-2.649, -1.117, 0.074)  0.059
H (-2.573, -1.737, 1.705)  0.080
H (-0.479, -2.252, 0.187)  0.109
H (-1.496, -3.191, -0.757)  0.120
C (-0.237, 0.558, -5.616)  -0.022
C (-1.607, 0.344, -4.977)  -0.183
O (-2.247, -0.842, -5.463)  0.036
C (-3.315, -0.738, -6.225)  -0.379
O (-3.862, 0.261, -6.600)  0.157
C (-3.786, -2.130, -6.730)  -0.574
F (-2.932, -3.083, -6.370)  0.161
F (-4.974, -2.394, -6.210)  0.183
F (-3.858, -2.140, -8.046)  0.191
H (0.196, 1.451, -5.171)  0.069
H (-0.347, 0.649, -6.696)  0.095
H (0.429, -0.293, -5.457)  0.053
H (-2.171, 1.235, -5.248)  0.104
H (-1.557, 0.251, -3.894)  0.107
C (2.365, 2.156, 3.759)  -0.044
C (1.885, 2.589, 2.391)  -0.198
O (2.679, 3.682, 1.925)  0.037
C (2.556, 3.990, 0.642)  -0.392
O (1.739, 3.577, -0.121)  0.179
C (3.633, 4.964, 0.136)  -0.532
F (3.154, 6.041, -0.481)  0.189
F (4.413, 5.378, 1.141)  0.163
F (4.417, 4.303, -0.739)  0.154
H (2.417, 2.966, 4.486)  0.086
H (3.356, 1.705, 3.651)  0.076
H (1.799, 1.331, 4.189)  0.057
H (0.830, 2.866, 2.351)  0.107
H (1.941, 1.717, 1.731)  0.118
C (-4.624, 2.592, 0.831)  -0.048
C (-5.831, 3.528, 0.914)  -0.183
O (-6.427, 3.617, 2.195)  0.034
C (-7.018, 2.541, 2.704)  -0.395
O (-7.050, 1.478, 2.173)  0.181
C (-7.712, 2.823, 4.049)  -0.534
F (-7.183, 2.000, 4.976)  0.152
F (-7.550, 4.078, 4.464)  0.174
F (-9.017, 2.556, 3.998)  0.177
H (-4.301, 2.347, -0.177)  0.053
H (-4.685, 1.668, 1.401)  0.080
H (-3.755, 3.134, 1.217)  0.068
H (-6.614, 3.296, 0.184)  0.130
H (-5.559, 4.533, 0.594)  0.129
C (-1.631, 3.169, 3.814)  -0.037
C (-2.836, 2.252, 3.870)  -0.219
O (-3.123, 1.924, 5.220)  0.034
C (-4.078, 1.011, 5.454)  -0.385
O (-4.764, 0.561, 4.589)  0.166
C (-4.268, 0.704, 6.962)  -0.540
F (-3.271, 1.190, 7.687)  0.187
F (-5.435, 1.209, 7.366)  0.179
F (-4.375, -0.630, 7.077)  0.150
H (-0.758, 2.671, 4.237)  0.073
H (-1.805, 4.083, 4.380)  0.089
H (-1.430, 3.377, 2.763)  0.069
H (-2.647, 1.300, 3.359)  0.123
H (-3.649, 2.682, 3.285)  0.099
C (-4.542, 2.896, -4.453)  -0.036
C (-3.848, 3.317, -3.175)  -0.213
O (-2.501, 3.609, -3.539)  0.015
C (-1.770, 4.383, -2.737)  -0.397
O (-2.216, 5.007, -1.830)  0.167
C (-0.384, 4.660, -3.386)  -0.577
F (0.553, 4.405, -2.494)  0.173
F (-0.198, 3.922, -4.475)  0.168
F (-0.338, 5.925, -3.778)  0.187
H (-4.162, 1.942, -4.802)  0.047
H (-4.395, 3.699, -5.172)  0.093
H (-5.611, 2.811, -4.254)  0.087
H (-3.847, 2.567, -2.381)  0.102
H (-4.355, 4.149, -2.677)  0.124
C (-1.851, -2.497, 6.405)  -0.031
C (-1.931, -2.022, 4.949)  -0.158
O (-0.753, -2.532, 4.285)  0.030
C (0.178, -1.703, 3.904)  -0.393
O (0.246, -0.522, 4.102)  0.147
C (1.314, -2.463, 3.144)  -0.517
F (2.517, -2.104, 3.592)  0.171
F (1.203, -3.791, 3.291)  0.160
F (1.236, -2.168, 1.836)  0.150
H (-0.865, -2.362, 6.850)  0.087
H (-1.949, -3.584, 6.447)  0.083
H (-2.627, -2.041, 7.010)  0.059
H (-1.979, -0.937, 4.859)  0.104
H (-2.797, -2.391, 4.404)  0.132
C (5.804, 2.382, 1.260)  -0.039
C (6.279, 1.276, 0.340)  -0.206
O (5.964, 1.405, -1.045)  0.028
C (6.711, 2.201, -1.785)  -0.401
O (7.787, 2.606, -1.458)  0.181
C (6.068, 2.517, -3.139)  -0.566
F (4.842, 2.027, -3.224)  0.172
F (6.015, 3.824, -3.363)  0.183
F (6.832, 2.008, -4.115)  0.167
H (6.370, 3.296, 1.094)  0.090
H (6.028, 2.043, 2.274)  0.092
H (4.727, 2.520, 1.262)  0.053
H (5.891, 0.305, 0.652)  0.118
H (7.346, 1.094, 0.490)  0.127
C (3.014, -0.468, -0.546)  -0.033
C (2.023, 0.023, -1.598)  -0.174
O (0.867, 0.366, -0.833)  0.033
C (-0.040, 1.177, -1.338)  -0.390
O (0.016, 1.737, -2.389)  0.171
C (-1.229, 1.418, -0.390)  -0.533
F (-1.103, 0.856, 0.810)  0.169
F (-1.275, 2.743, -0.170)  0.157
F (-2.372, 1.062, -0.974)  0.162
H (3.933, -0.789, -1.034)  0.071
H (2.527, -1.254, 0.027)  0.066
H (3.249, 0.338, 0.152)  0.068
H (1.836, -0.764, -2.330)  0.110
H (2.385, 0.901, -2.136)  0.130
C (6.042, -5.860, 2.299)  -0.054
C (4.621, -5.287, 2.363)  -0.200
O (4.189, -4.850, 1.083)  0.026
C (3.759, -5.722, 0.189)  -0.400
O (3.487, -6.861, 0.390)  0.187
C (3.690, -5.063, -1.224)  -0.531
F (4.747, -5.529, -1.922)  0.153
F (2.580, -5.492, -1.829)  0.168
F (3.748, -3.739, -1.259)  0.172
H (6.082, -6.726, 1.634)  0.078
H (6.446, -6.137, 3.269)  0.080
H (6.733, -5.162, 1.821)  0.081
H (4.670, -4.401, 2.994)  0.118
H (3.934, -5.984, 2.839)  0.127

Record 2
A molecular structure, C42H39F3N2NiO3P2S2Si. Source: the OMol25 dataset; level of theory: ωB97M-V with the def2-TZVPD basis set.

For the energy above the lowest of the compared OMol25 structures with the same formula, charge and spin, the calculation gives 12.2 kJ/mol. As for the HOMO-LUMO gap: 7.928 eV. The value obtained for the HOMO energy is -7.6 eV. The value obtained for the LUMO energy is 0.4 eV.

Last column: Löwdin charge in e.
Geometry (Å):
Ni (-0.475, 0.063, -0.519)  -0.209
C (1.738, -0.309, 2.155)  -0.157
Si (0.031, 0.248, 1.638)  0.611
C (-1.254, -0.844, 2.518)  -0.273
C (-1.736, -0.685, 3.815)  -0.072
C (-2.707, -1.542, 4.316)  -0.076
C (-3.200, -2.578, 3.532)  -0.078
C (-2.722, -2.763, 2.243)  -0.086
C (-1.755, -1.896, 1.744)  -0.375
P (-1.000, -1.976, 0.086)  1.027
C (0.324, -3.217, 0.265)  -0.349
C (0.317, -4.179, 1.274)  -0.072
C (1.351, -5.098, 1.370)  -0.077
C (2.400, -5.064, 0.460)  -0.082
C (2.416, -4.104, -0.540)  -0.064
C (1.386, -3.179, -0.637)  -0.087
C (-2.247, -2.854, -0.915)  -0.379
C (-1.975, -4.052, -1.563)  -0.082
C (-2.956, -4.673, -2.328)  -0.078
C (-4.216, -4.107, -2.440)  -0.084
C (-4.495, -2.910, -1.789)  -0.074
C (-3.515, -2.286, -1.037)  -0.144
C (-0.268, 2.027, 2.172)  -0.261
C (0.130, 2.555, 3.403)  -0.085
C (-0.260, 3.828, 3.787)  -0.078
C (-1.064, 4.594, 2.948)  -0.074
C (-1.456, 4.090, 1.719)  -0.079
C (-1.045, 2.818, 1.330)  -0.354
P (-1.472, 2.063, -0.283)  1.049
C (-3.296, 2.059, -0.178)  -0.320
C (-3.844, 1.069, 0.640)  -0.098
C (-5.211, 0.995, 0.849)  -0.074
C (-6.057, 1.911, 0.236)  -0.085
C (-5.521, 2.904, -0.568)  -0.079
C (-4.149, 2.983, -0.772)  -0.081
C (-1.024, 3.376, -1.462)  -0.324
C (0.037, 4.233, -1.176)  -0.084
C (0.455, 5.172, -2.107)  -0.073
C (-0.182, 5.271, -3.334)  -0.084
C (-1.230, 4.413, -3.634)  -0.093
C (-1.639, 3.462, -2.711)  -0.140
H (1.842, -0.202, 3.239)  0.033
H (1.902, -1.360, 1.907)  0.028
H (2.513, 0.279, 1.664)  0.028
H (-1.374, 0.130, 4.432)  0.101
H (-3.090, -1.398, 5.319)  0.103
H (-3.964, -3.238, 3.924)  0.103
H (-3.113, -3.564, 1.625)  0.111
H (-0.490, -4.207, 1.994)  0.100
H (1.341, -5.837, 2.161)  0.103
H (3.210, -5.777, 0.541)  0.102
H (3.243, -4.057, -1.238)  0.108
H (1.423, -2.402, -1.391)  0.071
H (-0.997, -4.510, -1.478)  0.103
H (-2.731, -5.604, -2.831)  0.103
H (-4.980, -4.592, -3.034)  0.101
H (-5.473, -2.456, -1.879)  0.106
H (-3.737, -1.337, -0.558)  0.087
H (0.753, 1.968, 4.068)  0.102
H (0.058, 4.227, 4.742)  0.102
H (-1.377, 5.584, 3.253)  0.103
H (-2.072, 4.690, 1.058)  0.113
H (-3.193, 0.352, 1.131)  0.083
H (-5.611, 0.220, 1.491)  0.107
H (-7.126, 1.854, 0.391)  0.102
H (-6.171, 3.631, -1.040)  0.103
H (-3.754, 3.779, -1.388)  0.094
H (0.556, 4.152, -0.231)  0.112
H (1.288, 5.823, -1.872)  0.109
H (0.141, 6.010, -4.057)  0.103
H (-1.725, 4.487, -4.596)  0.103
H (-2.442, 2.776, -2.953)  0.079
F (1.640, 2.364, -3.396)  0.123
C (2.741, 1.905, -2.791)  -0.657
F (3.399, 2.948, -2.282)  0.136
F (3.521, 1.351, -3.732)  0.117
S (2.328, 0.678, -1.487)  0.482
O (3.611, 0.221, -1.035)  -0.270
O (1.549, 1.460, -0.540)  -0.345
O (1.490, -0.298, -2.167)  -0.343
C (0.371, -2.110, -4.137)  -0.046
N (0.012, -0.811, -4.652)  -0.141
C (0.725, -0.209, -5.773)  -0.098
C (-0.171, 0.984, -6.113)  -0.119
N (-0.848, 1.189, -4.839)  0.039
C (-0.819, 0.068, -4.091)  -0.717
S (-1.743, -0.212, -2.695)  0.777
H (0.173, -2.869, -4.897)  0.097
H (-0.236, -2.309, -3.256)  0.047
H (1.426, -2.121, -3.858)  0.090
H (0.833, -0.913, -6.597)  0.126
H (1.717, 0.111, -5.446)  0.122
H (-0.891, 0.735, -6.899)  0.121
H (0.400, 1.861, -6.411)  0.120
H (-1.637, 1.801, -4.741)  0.109

Record 3
A molecular structure, C35H59HoNP2. Source: the OMol25 dataset; level of theory: ωB97M-V with the def2-TZVPD basis set.

For the energy above the lowest of the compared OMol25 structures with the same formula, charge and spin, the calculation gives 164.9 kJ/mol. As for the HOMO-LUMO gap (alpha / beta): 6.836 / 6.951 eV. The value obtained for the HOMO energy (alpha / beta) is -9.7 / -9.7 eV. The total charge is +1. Its spin multiplicity is 5. The value obtained for the LUMO energy (alpha / beta) is -2.8 / -2.7 eV.

Last column: Löwdin charge in e.
Geometry (Å):
Ho (0.224, -0.666, 1.143)  1.641
C (-1.854, -1.022, 2.618)  -0.308
C (-1.566, -2.249, 1.942)  -0.334
C (0.173, -1.833, 3.409)  -0.305
C (-0.798, -0.794, 3.553)  -0.291
C (-0.316, -2.751, 2.420)  -0.331
C (-3.135, -0.269, 2.548)  -0.022
H (-3.386, 0.011, 1.511)  0.049
H (-3.094, 0.666, 3.124)  0.080
H (-3.976, -0.862, 2.947)  0.108
C (-0.873, 0.117, 4.720)  -0.018
H (-1.519, 0.979, 4.517)  0.071
H (0.115, 0.510, 4.984)  0.080
H (-1.273, -0.397, 5.612)  0.110
C (1.265, -2.073, 4.388)  -0.023
H (0.857, -2.190, 5.405)  0.101
H (1.978, -1.237, 4.424)  0.079
H (1.838, -2.970, 4.138)  0.072
C (0.294, -4.053, 2.040)  -0.033
H (-0.246, -4.907, 2.488)  0.105
H (1.341, -4.116, 2.363)  0.075
H (0.287, -4.198, 0.950)  0.082
C (-2.353, -2.824, 0.824)  -0.029
H (-2.511, -3.903, 0.958)  0.099
H (-1.846, -2.699, -0.151)  0.077
H (-3.337, -2.347, 0.739)  0.079
C (-3.035, 2.452, -1.022)  -0.111
C (-4.000, 1.632, -0.578)  -0.136
C (-4.426, 0.315, -1.164)  -0.171
C (-4.032, 0.128, -2.652)  -0.193
C (-2.872, -0.776, -2.812)  -0.147
C (-1.644, -0.511, -2.333)  -0.235
C (-1.288, 0.596, -1.372)  -0.212
C (-1.866, 1.988, -1.825)  -0.238
H (-5.530, 0.238, -1.100)  0.125
H (-3.873, 1.107, -3.112)  0.101
H (-4.016, -0.518, -0.550)  0.092
H (-2.138, 1.937, -2.916)  -0.007
H (-3.107, 3.551, -0.865)  0.118
H (-4.635, 1.939, 0.256)  0.104
H (-1.069, 2.751, -1.818)  0.118
H (-1.695, 0.358, -0.349)  0.082
H (-0.840, -1.232, -2.543)  0.029
H (-0.187, 0.711, -1.328)  0.081
H (-4.890, -0.263, -3.208)  0.115
H (-3.036, -1.707, -3.386)  0.120
P (-1.416, 1.252, -4.729)  0.825
C (-1.455, 2.933, -5.437)  -0.270
C (-2.429, 0.344, -5.959)  -0.254
P (0.974, -0.678, -4.170)  0.828
C (0.315, 0.820, -5.090)  -0.562
C (0.138, -1.944, -5.241)  -0.299
C (2.587, -0.622, -5.058)  -0.321
H (-0.536, 3.463, -5.151)  0.042
H (-2.328, 3.466, -5.033)  0.043
H (-1.529, 2.861, -6.531)  0.040
H (-2.268, 0.798, -6.945)  0.042
H (-3.487, 0.454, -5.682)  0.042
H (-2.193, -0.727, -5.988)  0.024
H (2.448, -0.387, -6.122)  0.044
H (3.097, -1.583, -4.937)  0.035
H (3.191, 0.165, -4.592)  0.035
H (0.926, 1.692, -4.796)  0.051
H (0.404, 0.645, -6.182)  0.058
H (0.798, -2.819, -5.285)  0.039
H (-0.047, -1.588, -6.264)  0.043
H (-0.812, -2.266, -4.793)  0.020
C (3.690, 2.445, 5.378)  -0.033
C (2.794, 2.094, 4.222)  -0.240
C (1.526, 2.688, 4.146)  -0.030
C (0.656, 2.483, 3.080)  -0.283
C (-0.614, 3.279, 2.993)  -0.036
C (1.005, 1.539, 2.106)  -0.119
C (2.259, 0.840, 2.235)  -0.309
C (3.187, 1.227, 3.206)  0.009
N (2.388, -0.246, 1.381)  -0.131
C (3.659, -0.880, 1.025)  -0.653
C (4.713, 0.111, 0.531)  -0.029
C (4.246, -1.664, 2.198)  -0.034
C (3.300, -1.851, -0.104)  -0.054
H (4.684, 2.770, 5.040)  0.091
H (3.248, 3.269, 5.951)  0.080
H (3.836, 1.603, 6.070)  0.092
H (1.241, 3.409, 4.918)  0.126
H (-1.035, 3.454, 3.995)  0.091
H (-0.433, 4.270, 2.549)  0.096
H (-1.378, 2.777, 2.382)  0.074
H (0.487, 1.533, 1.106)  0.089
H (4.201, 0.830, 3.149)  0.098
H (4.321, 0.689, -0.314)  0.092
H (5.570, -0.483, 0.180)  0.095
H (5.058, 0.784, 1.324)  0.076
H (3.525, -2.396, 2.592)  0.074
H (5.128, -2.205, 1.822)  0.095
H (4.573, -1.008, 3.014)  0.073
H (2.531, -2.575, 0.235)  0.072
H (2.929, -1.290, -0.978)  0.074
H (4.214, -2.395, -0.377)  0.095